C12H24BN3O10P | the ωB97M-V functional and the def2-TZVPD basis

```
! wB97M-V def2-TZVPD RIJCOSX def2/J DEFGRID3
* xyz -1 1
C 4.92 -3.33 2.22
C 4.70 -2.15 2.36
C 4.45 -0.73 2.52
C 3.24 -0.07 1.78
C 3.74 1.29 1.24
P 4.93 1.36 -0.11
O 6.33 1.46 0.34
O 4.68 0.15 -1.14
O 4.49 2.59 -1.02
O 2.22 0.20 2.71
B 0.97 0.44 1.90
N -0.27 -0.14 2.54
C -1.19 -0.89 1.69
C -2.08 -0.07 0.73
C -1.58 0.01 -0.72
O 0.80 2.01 1.93
N 0.26 2.54 0.85
O -0.14 3.67 1.01
O 1.33 -0.04 0.56
C 2.43 -0.89 0.75
N 1.97 -2.18 1.29
H 5.07 -4.37 2.11
H 5.36 -0.21 2.23
H 4.29 -0.51 3.58
H 4.28 1.77 2.07
H 2.90 1.93 1.00
H 4.90 -0.69 -0.74
H 3.86 2.33 -1.70
H -0.80 0.63 2.94
H -0.63 -1.63 1.12
H -1.86 -1.47 2.35
H -3.07 -0.54 0.73
H -2.21 0.93 1.15
H -1.14 0.98 -0.95
H -0.80 -0.73 -0.90
H -2.40 -0.19 -1.42
H 2.91 -1.11 -0.20
H 2.51 -2.92 0.86
H 2.16 -2.25 2.28
C -5.87 -1.53 -4.83
O -6.68 -0.65 -4.04
C -5.98 0.24 -3.34
O -4.79 0.36 -3.33
O -6.84 0.99 -2.64
C -6.20 1.98 -1.82
H -6.55 -2.19 -5.34
H -5.29 -0.96 -5.56
H -5.19 -2.10 -4.20
H -5.63 2.67 -2.44
H -5.54 1.51 -1.09
H -7.01 2.50 -1.31
*
```

The HOMO energy is -4.881 eV. Its HOMO-LUMO gap is 7.25 eV. The calculation puts the relative energy (zero: lowest compared OMol25 entry of this formula, charge and spin) at 0.000 eV. Its LUMO energy is 2.4 eV.